Entry 1:
The ion C9H18ClN3 with charge +2 at a distorted geometry. Source: the Open Molecules 2025 dataset; level of theory: wB97M-V/def2-TZVPD.

Atoms and positions in Å:
C  -2.295567  2.081257  0.499110
C  0.983787  3.401675  0.541363
C  -1.905764  0.881159  0.205106
C  0.593937  0.999147  -0.042625
C  -3.247551  -0.477411  -1.351589
C  2.067466  -2.268167  -0.851095
C  2.388525  -1.383141  1.560437
C  1.783598  0.129431  -0.359331
C  -2.856949  -0.381124  0.063871
N  0.864621  2.180744  0.386901
N  -0.591315  0.469751  -0.084184
N  1.734208  -1.282156  0.203536
Cl  -1.904871  -1.874757  0.666261
H  -1.489132  2.788284  0.523743
H  -3.380334  2.105857  0.737654
H  1.334550  3.848745  1.483523
H  0.923937  4.189610  -0.253292
H  -2.501498  -0.390057  -2.083358
H  -4.157949  -0.003600  -1.670122
H  -3.392918  -1.525005  -1.455925
H  3.187333  -2.222226  -1.156187
H  1.873094  -3.285245  -0.661344
H  1.347890  -1.959736  -1.679377
H  1.619479  -1.830628  2.330921
H  3.295848  -2.018601  1.551683
H  2.746422  -0.324882  1.844392
H  2.003380  -0.076401  -1.446261
H  2.667591  0.590873  0.033673
H  -3.809706  -0.475240  0.559857
H  -0.605943  -0.526543  -0.371468
H  0.723830  -1.361613  0.274128

Cartesian forces (eV/Å) of the 2 atoms listed first:
C -0.9 0.0 0.5
C 1.2 2.3 -0.3

Its energy is -977.44888 a.u. The largest force on an atom is 3.3 eV Å⁻¹. As for the structure (SMILES): C=N/C(C[NH+](C)C)=[NH+]\C(=C)[C@@H](C)Cl. The charge is +2. The value obtained for the LUMO energy is -7.7 eV.

These are the Mulliken partial charges, in e, on atoms 1 to 2: -0.85 -0.12


Entry 2:
A structure of composition C19H11Cl5N3O2PdSSe at a distorted geometry. Source: the Open Molecules 2025 dataset; level of theory: wB97M-V/def2-TZVPD.

Atoms and positions in Å:
Pd  11.700571  0.449691  12.766684
Cl  13.393820  3.825441  19.100493
C  13.229479  3.221735  17.528754
C  12.495698  2.038860  17.270384
Cl  11.933022  1.154047  18.634077
C  12.245829  1.565008  15.996684
Cl  11.167610  0.271019  15.701587
C  12.956639  2.213096  14.929234
O  12.964785  1.791929  13.710618
C  13.840380  3.323040  15.167725
Cl  14.712822  3.942361  13.844626
C  13.919230  3.844227  16.440160
Cl  15.052186  5.122402  16.649412
N  14.620191  -1.797823  8.986526
C  15.486074  -2.180691  10.041658
O  16.429693  -2.943460  9.809413
C  15.042488  -1.779177  11.418164
C  15.947048  -1.845614  12.473369
C  15.564329  -1.366929  13.710841
C  14.320490  -0.763341  13.853922
N  13.411326  -0.674252  12.819650
C  13.779324  -1.242319  11.658028
H  14.980176  -2.189368  8.099687
H  14.348101  -0.817044  8.842619
H  16.930493  -2.250404  12.300271
H  16.198363  -1.382449  14.587020
H  14.017684  -0.340280  14.802035
H  13.011386  -1.232916  10.898941
Se  10.446759  -0.719497  11.106380
C  11.190042  0.059585  9.529153
C  11.053037  -0.710061  8.362964
C  11.690133  -0.301107  7.198940
C  12.502059  0.860693  7.189520
C  12.561398  1.671304  8.323072
C  11.923765  1.267796  9.495923
H  10.414952  -1.585725  8.339259
H  11.619758  -0.933916  6.292829
H  13.103229  1.092285  6.305091
H  13.156831  2.586012  8.371701
H  11.996113  1.847238  10.400391
S  7.546419  2.526499  13.484929
C  9.070288  2.058115  13.167109
N  10.213131  1.704820  12.897879

Cartesian forces (eV/Å) of the 2 atoms listed first:
Pd -0.2 -1.3 -0.6
Cl 0.2 0.4 0.8

Its energy is -6273.90887 a.u. The largest force on an atom is 7.8 eV Å⁻¹. Its expectation value of S² is 2.02. The charge is -1. The energy above the lowest of the compared OMol25 structures with the same formula, charge and spin comes out at 11.25 kcal/mol. Its spin multiplicity is 3. The value obtained for the LUMO energy (spin up / spin down) is 1.9 / 0.3 eV.

These are the Mulliken partial charges, in e, on atoms 1 to 2: 0.54 -0.22